C39H106O14 | ωB97M-V with the def2-TZVPD basis set

```
159
Properties=species:S:1:pos:R:3:forces:R:3:mulliken_charge:R:1
C 3.093342 2.650266 -1.171273 0.667 0.984 1.014 0.311
C 4.368427 3.514009 -1.261460 0.399 0.387 -0.392 0.186
C 5.163560 3.223845 -2.543085 -0.510 0.279 0.218 -0.992
O 4.049036 4.910029 -1.187833 -0.247 0.122 0.033 -0.657
H 2.584637 2.848178 -0.222116 0.090 0.114 -0.021 0.066
H 3.249455 1.581506 -1.212272 0.200 -0.209 -0.391 -0.470
H 2.448772 3.017670 -1.948725 -0.455 -0.276 -0.600 0.202
H 5.062217 3.431530 -0.429003 -0.168 -0.532 0.400 0.305
H 6.113230 3.781235 -2.654119 -0.542 -0.272 0.315 0.328
H 4.498021 3.487799 -3.360046 0.037 0.007 -0.423 0.190
H 5.320400 2.155149 -2.589717 0.339 -0.354 -0.178 0.174
H 3.342554 5.134797 -1.808816 0.137 -0.266 0.021 0.377
C -1.894123 4.217822 0.982690 -0.118 0.552 -0.344 -0.789
C -2.981866 4.919026 0.178948 -1.236 -0.848 -0.136 1.408
C -3.787212 5.840428 1.045873 0.150 0.580 0.886 -1.657
O -2.420213 5.664889 -0.897247 0.963 -0.226 0.081 -0.605
H -2.310111 3.678686 1.835165 -0.157 -0.020 -0.121 0.110
H -1.252926 4.999151 1.385007 0.302 -0.012 0.054 0.482
H -1.305611 3.538264 0.377938 0.114 -0.079 -0.171 0.018
H -3.716517 4.194429 -0.209323 0.442 -0.265 -0.200 -0.450
H -4.546070 6.308780 0.442610 -0.307 0.475 -0.199 0.445
H -3.073996 6.573739 1.417789 -0.227 0.448 0.108 0.400
H -4.308559 5.426311 1.926414 0.350 -0.350 -0.428 0.231
H -3.051746 6.077526 -1.497281 -0.299 -0.320 0.462 0.369
C 2.579019 1.861477 -6.303214 -0.186 0.970 0.997 -1.629
C 1.800824 1.409201 -5.062515 0.243 -0.094 0.271 0.985
C 2.591585 0.399552 -4.237354 0.701 0.269 -0.421 -0.525
O 1.437341 2.550338 -4.279807 0.067 -0.163 -0.486 -0.561
H 3.490458 2.396185 -5.984339 -0.338 -0.098 -0.047 0.309
H 1.958443 2.557686 -6.873358 0.151 -0.120 -0.097 0.406
H 2.900852 1.042580 -6.916069 -0.038 -0.556 -0.344 0.388
H 0.892293 0.879572 -5.369715 -0.194 0.165 -0.198 -0.192
H 2.124520 0.218485 -3.275218 -0.208 -0.297 0.041 -0.211
H 3.618569 0.742243 -4.028639 -0.315 0.079 -0.068 0.191
H 2.685941 -0.504394 -4.851757 -0.071 -0.156 0.379 0.482
H 0.698085 2.272331 -3.709785 0.198 -0.041 0.072 0.254
C -3.708281 -3.199732 -2.311367 0.852 0.358 -0.393 -1.066
C -4.147459 -2.621694 -0.963902 -1.059 -0.522 -0.994 0.588
C -3.669191 -3.469569 0.199685 0.233 0.412 0.042 -1.087
O -3.752639 -1.271392 -0.886471 -0.460 0.078 0.370 -0.159
H -3.996379 -4.219796 -2.503381 -0.233 -0.546 0.318 0.494
H -2.613808 -3.159425 -2.366615 -0.001 -0.114 0.105 -0.124
H -4.033030 -2.645307 -3.197727 -0.316 0.302 0.418 0.324
H -5.250724 -2.621155 -0.959775 0.283 0.165 0.151 0.435
H -2.572311 -3.483585 0.217255 -0.020 0.028 0.123 -0.159
H -4.010436 -4.492155 0.078967 -0.105 -0.185 0.039 0.548
H -4.052764 -3.064745 1.142634 0.162 -0.099 -0.107 0.348
H -2.787819 -1.223059 -0.847028 0.466 0.332 -0.096 -0.261
C -2.256641 0.063771 -4.078956 0.035 0.725 -0.265 -1.206
C -1.889820 1.426936 -3.452003 -0.956 -0.739 -0.291 0.607
C -3.075829 1.911471 -2.613227 1.059 0.329 0.594 -1.136
O -0.657259 1.372628 -2.780034 0.302 0.219 0.096 -0.356
H -2.509451 -0.609566 -3.276591 0.098 -0.555 0.241 -0.198
H -1.436624 -0.298287 -4.709825 -0.065 -0.093 0.191 0.185
H -3.153438 0.144170 -4.708864 0.215 0.088 0.099 0.560
H -1.762273 2.130923 -4.257550 0.250 0.422 -0.341 0.627
H -3.889904 2.036018 -3.300427 -0.652 0.298 -0.209 0.622
H -2.822189 2.873686 -2.113170 -0.282 -0.584 -0.317 0.145
H -3.378722 1.167924 -1.867929 0.181 0.080 -0.030 -0.113
H -0.700352 0.717084 -2.059733 -0.150 0.010 0.062 -0.220
C -3.022875 1.822632 4.357959 0.709 -0.024 -1.720 -0.098
C -2.946919 2.918366 5.388556 -0.171 -0.077 -0.283 0.379
C -1.677811 2.774031 6.212681 -0.975 -0.579 1.637 -1.263
O -2.832062 4.172034 4.730074 0.417 0.749 -0.019 -0.569
H -2.036447 1.842541 3.779251 -1.254 -0.168 0.604 -0.382
H -3.832748 2.011963 3.621468 0.432 -0.087 0.432 -0.059
H -3.177559 0.818104 4.750035 0.062 0.022 0.243 0.557
H -3.856177 2.915523 6.015310 0.361 -0.062 0.044 0.301
H -0.791073 2.963815 5.629470 0.203 0.134 -0.278 0.202
H -1.625387 1.735287 6.639679 0.009 0.882 -0.397 0.294
H -1.740302 3.469901 7.073654 0.348 -0.289 -0.491 0.407
H -3.605314 4.460293 4.230945 -0.092 -0.527 0.235 0.303
C -7.150215 2.514352 -0.096266 0.455 0.818 0.333 -1.583
C -5.843401 1.763409 -0.106987 1.239 0.712 0.022 1.322
C -5.153121 1.835587 1.290056 -0.698 0.212 -1.169 -0.457
O -6.066789 0.450956 -0.526764 -0.942 -0.466 0.235 -0.634
H -7.733641 2.083797 0.722431 -0.444 0.120 -0.330 0.378
H -7.661050 2.500786 -1.071108 0.081 -0.189 0.491 0.415
H -6.917571 3.573198 0.170820 -0.349 -0.632 -0.193 0.299
H -5.153326 2.198713 -0.829328 0.031 0.487 -0.166 -0.324
H -5.905176 1.403064 1.931385 0.136 -0.303 0.787 0.442
H -4.971491 2.881036 1.588433 0.007 -0.338 -0.129 0.208
H -4.218382 1.271659 1.284614 -0.139 0.012 0.148 -0.297
H -5.231414 0.052944 -0.761491 0.633 -0.475 -0.035 0.248
C -0.210905 -1.078774 5.419891 -0.855 -0.435 1.720 -1.450
C -0.021155 -2.123861 4.340437 1.083 0.267 0.253 0.535
C -1.346082 -2.481921 3.724977 -0.221 0.403 -1.389 -0.255
O 0.820420 -1.609414 3.297124 0.564 0.224 -0.349 -0.121
H -0.945792 -1.564990 6.099083 0.256 0.482 -0.072 0.409
H -0.684749 -0.138485 5.101181 0.245 -0.356 -0.358 0.174
H 0.638518 -0.827490 6.087241 -0.066 -0.281 -0.805 0.402
H 0.494014 -3.021120 4.736517 -0.354 0.296 0.156 0.401
H -2.053133 -2.971007 4.371033 0.008 -0.295 0.576 0.683
H -1.240343 -3.106296 2.816086 0.056 0.296 0.477 -0.476
H -1.815672 -1.540228 3.410831 -0.035 -0.247 -0.054 -0.184
H 1.556487 -1.072638 3.671164 -0.688 -0.420 -0.170 0.065
C -0.261331 -4.811321 -2.648173 -1.130 0.963 -0.516 -1.959
C 0.616146 -3.600560 -2.549898 0.284 0.796 -1.029 2.495
C 1.671967 -3.659475 -3.659862 0.614 0.482 0.511 -1.710
O -0.140562 -2.359920 -2.657075 0.048 -0.510 -0.179 -0.870
H 0.322715 -5.692620 -2.796140 0.317 -0.732 0.247 0.554
H -0.878227 -4.677204 -3.546112 -0.033 -0.233 0.073 0.400
H -0.936261 -4.852350 -1.800666 -0.061 -0.378 0.190 0.389
H 1.012175 -3.513672 -1.552994 0.608 -0.079 0.186 -1.080
H 1.228351 -3.611379 -4.651733 -0.414 -0.434 -0.096 0.506
H 2.276716 -4.570214 -3.556383 -0.189 0.190 -0.168 0.471
H 2.353953 -2.802870 -3.673009 -0.038 -0.055 0.499 0.110
H -0.350460 -2.131836 -3.574120 0.095 -0.185 0.140 0.065
C 5.471079 -0.769851 1.007137 -1.574 0.726 -0.371 -0.879
C 5.330176 -0.365462 -0.475275 1.220 0.031 -0.332 1.022
C 6.462215 -1.084646 -1.280762 -0.462 0.478 -0.204 -1.604
O 4.022876 -0.566505 -0.972439 0.550 0.421 0.040 0.592
H 6.480853 -0.747817 1.387079 0.302 0.095 0.019 0.471
H 5.042380 -1.760938 1.099826 0.144 -0.401 0.094 -0.065
H 4.800439 -0.121866 1.606537 0.492 -0.162 -0.107 -0.062
H 5.492949 0.705859 -0.613831 0.042 0.050 0.255 0.026
H 7.387728 -0.516347 -1.135241 -0.079 -0.086 -0.053 0.430
H 6.273710 -1.143210 -2.376216 -0.061 0.069 0.759 0.334
H 6.648117 -2.077607 -0.873472 -0.120 -0.231 -0.144 0.320
H 3.885669 -1.508732 -1.001339 -0.549 -0.928 0.131 -0.348
C 1.021402 -0.466718 0.155892 0.040 0.409 -0.236 -1.030
C -0.469599 -0.662588 0.341639 0.366 -0.694 0.092 2.383
C -1.208723 0.231785 1.320328 0.670 0.363 -0.879 -0.412
O -1.098262 -0.605843 -0.954190 0.180 -0.624 -0.073 1.142
H 1.308008 0.487187 -0.302062 -0.305 0.071 0.206 0.272
H 1.398234 -1.218800 -0.529355 0.083 -0.261 -0.091 -0.535
H 1.560481 -0.578374 1.085307 0.154 0.011 0.339 0.348
H -0.592582 -1.688509 0.697687 -0.122 -0.160 0.071 -0.360
H -0.956875 1.274031 1.055382 -0.428 -0.197 0.257 -0.155
H -0.845537 0.024192 2.341860 -0.432 0.110 -0.492 -0.129
H -2.274416 0.019423 1.137484 0.235 0.317 0.620 -0.163
H -0.688555 -1.347030 -1.499141 -0.381 0.832 0.324 -0.233
C 1.128291 -6.048732 1.015157 -0.483 0.626 0.952 -1.202
C 0.426574 -4.815189 1.633594 0.146 -1.029 -0.768 -0.222
O 0.968104 -3.639607 1.034624 -0.319 0.852 1.165 -0.576
H 0.972605 -6.039965 -0.061562 0.264 -0.121 -0.063 0.122
H 0.673943 -6.937584 1.445954 -0.190 -0.190 -0.159 0.495
H 2.179378 -6.092689 1.318027 -0.094 0.196 -0.425 0.204
H 0.560969 -4.824681 2.709552 0.150 0.183 0.261 0.311
H -0.661073 -4.912092 1.444527 0.372 0.287 -0.036 0.226
H 0.948069 -2.895704 1.704407 0.050 -0.792 -0.745 -0.343
C 4.742057 -4.882472 0.472753 -0.478 1.619 -0.035 -1.275
C 3.929589 -4.460850 -0.728163 -0.668 0.513 -0.257 -0.088
O 3.248230 -3.234960 -0.409470 0.443 -0.002 -0.409 0.710
H 5.279410 -5.773940 0.356206 0.845 -1.327 -0.319 0.472
H 4.068285 -4.981522 1.304416 -0.242 -0.123 0.533 0.198
H 5.418715 -4.051333 0.712037 0.022 -0.323 -0.018 0.244
H 3.114887 -5.150457 -0.987981 0.567 -0.441 -0.096 0.124
H 4.564026 -4.285451 -1.619976 -0.377 -0.054 0.426 0.385
H 2.418612 -3.458784 0.055984 0.232 0.133 0.116 -0.178
C 2.515246 2.576054 2.628183 0.817 -0.013 -0.313 -0.798
C 2.350659 2.270692 4.079062 0.228 -0.511 0.128 -0.088
O 2.872459 0.951607 4.363866 -0.422 0.446 0.300 -0.516
H 3.581286 2.652627 2.371421 -0.147 0.250 -0.019 0.387
H 2.015452 3.509271 2.397334 -0.048 0.139 -0.346 0.457
H 2.137534 1.746719 2.035199 -0.349 0.084 -0.138 0.081
H 1.293488 2.200731 4.262000 -0.477 0.018 0.523 -0.056
H 2.796536 3.056738 4.720448 -0.146 -0.516 -0.145 0.359
H 3.753083 0.930134 3.992975 0.412 -0.121 -0.081 0.282
```
Forces are in eV/Å.

HOMO energy = -9.305 eV
Charge = 0
2S+1 = 1
Energy = -70827.08531 eV
HOMO-LUMO gap = 9.74 eV